Entry from the OMol25 dataset: a structure of composition C19H27BrN4O4PPtS3 (ωB97M-V/def2-TZVPD).

```
60
Properties=species:S:1:pos:R:3:forces:R:3:mulliken_charge:R:1
Pt 0.2584 -0.7455 0.7704 0.5997 -0.1028 -0.0512 0.808
Br 3.8317 -1.4336 -3.6457 -0.0020 0.0402 0.0355 -0.119
S -1.3222 1.7604 -0.1026 -0.5415 0.2385 0.0619 -0.442
S -2.3675 -3.1169 0.1347 0.1380 0.0352 0.0149 -0.608
S 0.8312 -0.4119 2.8998 0.0355 -0.0007 -0.0871 -0.620
P -1.5780 -1.8468 1.4278 -0.3934 -0.1334 -0.0971 0.442
O -0.0674 -0.9677 -1.3479 0.1398 -0.0073 0.1120 -0.595
O 0.9247 -0.7225 -3.3301 0.0165 -0.0251 0.0946 -0.733
O -2.7784 -0.9080 1.9416 0.0435 0.0487 -0.0599 -0.370
O -1.3254 -2.6626 2.8273 0.0220 -0.0224 0.0016 -0.237
N 3.8556 1.3748 -0.9477 0.0712 -0.0374 0.0041 0.326
N 1.5715 1.7378 -1.1371 0.4661 -0.1450 0.0401 0.382
N -1.0118 3.9180 1.7148 -0.0168 -0.0199 0.0277 -0.821
N 2.2768 -0.0296 0.1278 0.0433 -0.3034 0.3172 -0.185
C -2.5639 0.2317 2.7822 -0.0246 0.0071 0.0923 0.309
C 4.7140 -0.5800 0.1458 -0.0115 -0.0043 -0.0149 -0.470
C 3.2339 -4.7322 -1.2610 -0.0004 -0.0023 0.0048 -0.362
C 1.6434 2.5760 -2.3137 0.0033 0.0286 0.0125 -0.671
C -3.7203 1.1840 2.5812 -0.0218 -0.0256 0.0066 -1.397
C 1.7157 -2.4576 -1.9233 -0.0031 0.0673 0.0659 0.319
C 1.9539 -4.5722 -0.7498 -0.0093 -0.0099 0.0173 -0.869
C -0.3268 -3.6639 2.8484 -0.0054 0.0290 -0.0047 0.130
C 3.3441 -0.7879 0.7744 0.0075 0.0667 -0.0325 -0.617
C -1.1305 3.0255 0.9753 0.0543 0.0293 -0.1131 0.669
C 4.9289 0.8991 -0.1022 -0.0266 -0.0021 -0.0239 -0.848
C -0.2236 -4.1867 4.2653 0.0108 0.0031 0.0036 -1.452
C 2.9875 -2.6596 -2.4486 0.0100 0.0397 -0.0103 -0.134
C 3.7509 -3.7724 -2.1155 0.0046 0.0086 0.0100 -0.524
C 2.5665 0.9847 -0.6291 -0.3292 0.2284 -0.2650 0.106
C 1.2157 -3.4473 -1.0763 -0.0468 -0.0327 0.0494 0.185
C 4.0080 2.6679 -1.5791 0.0061 0.0044 -0.0177 -0.852
C 3.0849 2.7251 -2.7841 -0.0146 -0.0094 0.0390 -0.521
C 0.8075 -1.2615 -2.2300 -0.1437 0.0433 -0.1306 0.321
H -4.6687 0.6955 2.8190 -0.0046 0.0037 0.0062 0.377
H -0.5999 -4.4604 2.1461 0.0036 -0.0034 0.0112 0.289
H 3.7815 3.4905 -0.8828 -0.0025 -0.0085 0.0049 0.315
H 0.2149 -3.3180 -0.6794 -0.0369 0.0228 -0.0002 0.343
H 1.5250 -5.3136 -0.0861 0.0089 -0.0030 -0.0058 0.403
H -2.5019 -0.1120 3.8197 0.0216 -0.0117 -0.0083 0.186
H -3.7390 1.5193 1.5443 -0.0013 -0.0054 0.0147 0.221
H 1.2227 3.5551 -2.0638 -0.0096 -0.0173 0.0123 0.417
H 3.3486 1.9020 -3.4490 0.0069 -0.0451 -0.0280 0.145
H 4.9594 1.4492 0.8515 0.0028 -0.0040 0.0056 0.268
H 0.0435 -3.3727 4.9407 -0.0008 0.0023 -0.0015 0.280
H 3.0712 -1.8450 0.7267 0.0019 -0.0135 -0.0051 0.164
H 4.7822 -1.1002 -0.8117 -0.0147 -0.0221 -0.0104 0.022
H 5.0538 2.7638 -1.8817 -0.0012 -0.0020 -0.0023 0.425
H 4.7457 -3.8757 -2.5287 -0.0048 0.0026 0.0022 0.408
H 5.8722 1.0830 -0.6242 0.0032 -0.0034 0.0022 0.469
H -1.1780 -4.6076 4.5876 0.0016 0.0016 -0.0004 0.312
H 3.3602 -0.5209 1.8345 0.0104 -0.0166 -0.0029 0.463
H 3.2089 3.6638 -3.3287 0.0072 -0.0030 -0.0009 0.421
H -3.5937 2.0581 3.2236 0.0022 0.0000 -0.0064 0.385
H 5.4884 -0.9803 0.8056 0.0042 0.0176 0.0052 0.443
H 0.6308 -3.2369 2.5277 0.0080 -0.0094 -0.0133 0.049
H -1.6213 0.7137 2.5298 -0.0239 0.0119 -0.0254 -0.043
H 3.8326 -5.5981 -1.0020 -0.0062 0.0016 -0.0002 0.357
H 0.6324 1.5009 -0.8082 -0.0573 0.0717 -0.0590 -0.383
H 0.5428 -4.9637 4.3301 0.0000 -0.0038 0.0001 0.397
H 1.0289 2.1364 -3.1036 -0.0001 0.0023 0.0024 0.316
```
Forces are in eV/Å.

Relative energy (zero: lowest compared OMol25 entry of this formula, charge and spin) in kcal per mole: 0.0
⟨S²⟩: 0.76
Net charge: -2
HOMO energy (spin up / spin down) in eV: -1.7 / -1.7
Strongest force on any atom in eV Å⁻¹: 0.61
Multiplicity: 2

Entry from the OMol25 dataset: a cluster of 7 separate species, C19H27Cl9O12 in total at a distorted geometry (ωB97M-V/def2-TZVPD).

```
67
Properties=species:S:1:pos:R:3:forces:R:3:mulliken_charge:R:1
Cl -1.5221 -0.2674 -0.3127 -0.0074 0.3736 -0.0493 -0.047
Cl 3.9549 3.1627 -4.2174 -0.3651 0.2463 0.3982 -0.131
Cl 1.3468 4.4697 -3.6089 0.3344 -0.5077 -0.3248 -0.125
Cl 0.5284 1.7676 -0.6882 0.0783 -0.1117 0.0155 0.065
Cl -2.4019 1.6032 -4.4939 0.1271 0.1131 -0.4795 -0.082
Cl 1.5942 1.5601 -4.1248 -0.1850 0.2523 0.2073 -0.106
Cl 0.7839 -0.9559 -1.8206 0.3296 0.1094 0.0846 -0.072
Cl -4.1947 3.8359 -4.6403 0.0701 0.0876 -0.1065 -0.118
Cl -1.6348 4.0064 -6.0216 -0.2576 -0.4243 -0.0183 -0.102
O 1.5895 -4.1369 -0.4723 -0.2481 0.2751 -0.2034 -0.236
O -4.8927 -0.0362 -2.9283 -0.1228 0.2382 0.3996 -0.333
O 1.1652 1.5751 5.1577 0.1267 0.0380 0.0867 -0.528
O 4.1631 4.1905 -0.4397 0.0824 -0.3568 -0.6756 -0.545
O -6.3616 1.6137 -2.5023 0.0149 0.2811 0.1224 -0.532
O 2.1756 4.7817 0.4159 -0.0026 -0.3672 0.0652 -0.337
O 0.7885 0.2400 3.4178 -0.0124 -0.0958 -0.9849 -0.277
O 3.5662 3.5468 1.6109 -0.1169 -0.8591 -0.0624 -0.350
O -0.3701 -0.0691 5.2838 -0.0607 0.1248 -0.0558 -0.363
O -5.8358 0.1179 -0.9186 0.3595 -0.0950 0.1140 -0.388
O 2.2156 -5.7882 0.8456 -0.0749 -0.2860 -0.3519 -0.355
O 0.1421 -4.9131 1.0448 0.3336 0.0197 0.3020 -0.555
C 1.4473 4.5152 1.6516 0.6058 -0.4596 -1.6157 -0.434
C 3.2379 -5.6659 -0.1380 1.4146 -0.8901 -0.1822 -0.627
C 2.4077 3.6174 2.4475 -0.0093 0.6654 1.0987 1.118
C 2.8527 4.2246 3.7622 -0.1907 1.2381 0.1879 -1.623
C -0.0239 -0.9078 3.1201 0.6187 -0.5043 0.5130 1.049
C 1.2204 -4.9429 0.5351 -0.5050 0.0910 -0.3774 0.639
C 0.8591 -2.0519 2.6820 -0.8963 -0.5475 -0.7500 -1.501
C -5.7440 0.6770 -2.1182 0.0140 -0.3756 -1.3459 0.606
C 3.3543 4.1297 0.4267 0.2090 1.0581 0.5515 0.675
C -2.9605 2.9376 -5.5429 -0.2894 0.3345 0.8048 -0.046
C -0.2798 0.3879 -1.4072 -0.1784 -0.5392 -0.0924 0.365
C -5.6764 -2.1907 -0.3180 0.3137 0.2355 0.8660 -1.468
C 2.7719 -4.6379 -1.1640 -0.6688 1.1531 0.9080 0.532
C -4.8938 -0.9683 -0.8028 -0.6973 -0.5472 0.4101 0.794
C -4.3356 -1.1515 -2.2168 -0.6136 0.4904 -0.3861 -0.263
C -0.7525 -1.1489 4.4609 0.2056 -1.1964 -0.9746 -0.424
C 2.3698 2.9986 -3.4406 -0.1713 0.6237 -0.3083 0.693
C 0.6028 0.6541 4.6572 -0.6632 0.4574 0.7728 0.577
C 3.6920 -3.4343 -1.3385 0.8542 -0.3585 -0.7788 -1.043
H 4.4125 -3.3902 -0.5223 -0.5004 0.5130 0.4026 0.351
H 3.1109 -2.5327 -1.5128 -0.0347 0.0800 0.5490 -0.007
H -3.4834 2.5315 -6.3978 0.3972 -0.1477 -0.1675 0.318
H 1.3656 -1.8990 1.7269 0.1660 0.5196 0.1731 0.376
H 3.2807 5.2121 3.5483 0.4201 -0.2443 -0.1371 0.466
H -6.0950 -2.8328 -1.0898 0.1839 0.1661 -0.2492 0.381
H 2.4465 2.9356 -2.3647 0.4706 -0.5010 -0.0287 -0.343
H -4.7520 -2.0723 -2.6275 0.1575 0.0484 -0.2043 0.281
H -0.7404 0.6908 -2.3400 -0.1342 0.2310 0.1637 -0.251
H 1.5628 -2.3941 3.4370 -0.0518 0.0955 0.1128 0.334
H 2.3532 -5.0226 -2.0924 0.5097 -0.3215 -0.0839 0.340
H -5.0331 -2.7795 0.3386 -0.0620 -0.2135 -0.1411 0.328
H 0.1569 -2.8510 2.4129 0.2177 -0.2757 0.3842 0.396
H 2.0415 4.5154 4.4342 -0.3211 -0.6592 -0.1178 0.364
H -0.4608 -2.1057 4.9008 0.2791 0.1769 0.2050 0.258
H 4.3689 -3.4472 -2.2003 -0.3392 -0.6277 -0.2275 0.387
H -0.7703 -0.7035 2.3558 0.3246 0.5205 -0.1790 -0.306
H 3.4883 -6.6291 -0.5893 -0.5794 -0.1371 0.0509 0.285
H 0.6020 3.9387 1.2789 -0.5315 0.4130 0.6984 0.227
H -3.2611 -1.1302 -2.3791 0.0383 -0.0422 0.4362 0.104
H -6.5101 -1.8436 0.2931 0.0550 0.0162 0.0609 0.349
H 4.1656 -5.4030 0.3750 -0.1439 0.4896 -0.0117 0.323
H 1.2423 5.5076 2.0422 -0.3680 -0.2968 0.4738 0.309
H 3.5635 3.6259 4.3224 0.0132 -0.1609 -0.1526 0.300
H 1.9918 2.6275 2.6283 0.0976 -0.1273 -0.3087 -0.150
H -4.1852 -0.6243 -0.0507 0.1893 -0.2648 -0.1311 0.108
H -1.8117 -1.2705 4.2290 -0.2092 0.7655 0.6448 0.370
```
Forces are in eV/Å.

SMILES: C[C@H]1COC(=O)O1.C[C@H]1COC(=O)O1.C[C@H]1COC(=O)O1.C[C@H]1COC(=O)O1.ClC(Cl)Cl.ClC(Cl)Cl.ClC(Cl)Cl
HOMO energy in eV: -10.8
Strongest force on any atom in eV Å⁻¹: 1.79